Density functional theory data (ωB97M-V/def2-TZVPD) for a cluster of 2 separate species, C19H41INO5PSi in total at a distorted geometry.

The calculation puts the total energy at -2107.75745 hartree. The net charge is 0. Its SMILES is C#CCCC[Si@@](CCCCN)(CCOCC)P(O)I.COCCOCCOC. As for the molar mass: 549.50 g mol⁻¹. As for the spin multiplicity: 1. The energy above the lowest of the compared OMol25 structures with the same formula, charge and spin comes out at 4.3281 eV.

Structure (XYZ):
```
69
Properties=species:S:1:pos:R:3:forces:R:3
C -0.438 -2.125 5.325 2.612 -0.992 -6.111
C 0.077 -2.360 4.124 -1.019 1.382 6.231
C 1.143 -2.610 2.917 -1.477 -1.050 0.758
C 2.686 -2.418 3.365 0.032 -0.932 0.282
C 3.609 -1.604 2.317 0.712 -0.661 0.811
Si 3.069 0.208 1.981 1.667 -2.061 -1.959
C 4.623 1.107 1.218 -0.217 1.291 -0.353
C 4.292 2.687 1.029 1.152 0.014 0.047
C 5.497 3.347 0.131 -1.435 0.490 0.139
C 5.306 4.954 0.105 -0.762 -0.555 -0.216
N 5.472 5.508 1.518 -0.739 0.871 -1.286
C 1.730 0.247 0.568 -0.917 0.505 -0.768
C 0.414 1.124 0.961 0.714 0.188 -0.954
O -0.544 0.407 1.784 -0.355 0.730 -1.702
C -1.729 0.039 1.005 -1.078 -0.526 0.560
C -2.924 -0.381 2.027 0.273 0.089 -0.530
P 2.499 1.365 3.767 -1.773 1.133 2.107
O 1.482 0.441 4.837 1.951 0.999 -0.031
I 4.501 1.855 5.185 -0.236 -0.548 -0.531
H -0.898 -1.832 6.348 0.964 -0.795 -2.624
H 1.001 -3.734 2.632 0.164 2.056 0.421
H 0.820 -2.009 1.993 0.518 -0.644 1.618
H 3.129 -3.494 3.474 -0.773 1.921 -0.163
H 2.691 -1.981 4.438 0.146 -0.367 -2.014
H 4.675 -1.541 2.795 -1.804 -0.101 -0.823
H 3.767 -2.147 1.302 -0.480 0.683 1.692
H 5.554 1.037 1.893 -1.354 -0.064 -1.122
H 4.851 0.697 0.148 -0.351 0.394 1.992
H 3.252 2.886 0.545 1.829 -0.405 0.635
H 4.281 3.179 2.071 0.016 -0.707 -1.559
H 5.372 2.895 -0.924 0.397 0.829 1.521
H 6.530 3.072 0.553 -1.628 0.420 -0.542
H 6.018 5.458 -0.652 -0.929 -0.795 1.469
H 4.223 5.222 -0.230 1.762 -0.722 0.113
H 5.595 6.536 1.373 -0.028 -1.087 0.421
H 4.537 5.442 1.984 1.158 -0.031 -0.511
H 2.192 0.783 -0.364 -0.622 -0.870 1.696
H 1.466 -0.824 0.188 0.293 1.856 0.818
H -0.078 1.490 -0.021 0.622 -0.592 1.593
H 0.797 2.062 1.515 -0.846 -1.443 -0.648
H -2.153 0.933 0.384 1.159 -1.493 0.958
H -1.441 -0.865 0.323 -0.662 1.635 0.921
H -3.909 -0.529 1.432 1.694 0.245 0.840
H -2.679 -1.381 2.546 -0.339 1.800 -0.586
H -3.107 0.490 2.774 0.474 -1.679 -1.167
H 1.712 0.739 5.763 -0.462 -0.404 -1.405
C -4.463 -2.743 -6.349 0.296 0.191 -0.139
O -4.431 -1.564 -5.565 -0.726 -0.372 0.155
C -5.713 -1.122 -5.117 0.414 0.096 0.249
C -5.783 -0.937 -3.597 -0.258 0.038 -0.002
O -5.598 -2.095 -2.785 0.261 0.122 -0.166
C -4.335 -2.756 -2.849 0.016 -0.187 0.008
C -3.100 -1.967 -2.399 -0.231 -0.050 -0.296
O -2.854 -0.820 -3.201 -0.261 0.118 0.612
C -2.760 0.397 -2.478 0.010 -0.035 -0.475
H -4.382 -2.475 -7.408 -0.105 -0.176 -0.004
H -3.597 -3.354 -6.082 0.007 0.027 -0.044
H -5.365 -3.344 -6.187 0.059 0.130 0.012
H -6.515 -1.794 -5.446 0.189 -0.051 0.041
H -5.885 -0.146 -5.584 -0.227 0.071 0.123
H -6.799 -0.587 -3.370 0.065 -0.205 -0.057
H -5.131 -0.137 -3.261 0.271 0.049 -0.174
H -4.192 -3.189 -3.837 0.189 0.204 -0.110
H -4.425 -3.617 -2.176 -0.054 0.183 0.092
H -2.226 -2.617 -2.500 -0.053 -0.245 0.106
H -3.195 -1.708 -1.336 -0.064 0.114 -0.129
H -3.269 0.356 -1.511 0.050 -0.083 -0.045
H -3.235 1.183 -3.073 0.085 -0.041 0.001
H -1.709 0.659 -2.340 0.043 0.092 0.206
```
Forces are in eV/Å.

Mulliken atomic charge list, values in e, 6 entries:
1 C -0.30
2 C -0.39
3 C 0.22
4 C -0.64
5 C -0.63
6 Si -0.02

=====

Density functional theory data (ωB97M-V/def2-TZVPD) for a cluster of 4 separate species, C19H41NO9Si in total.

The calculation puts the total energy at -1770.06499 hartree. The net charge is 0. Its SMILES is C[C@H](O)CNC(=O)O[Si](C)(C)C.CCOC(C)=O.CCOC(C)=O.CCOC(C)=O. As for the molar mass: 455.62 g mol⁻¹. As for the spin multiplicity: 1.

Structure (XYZ):
```
71
Properties=species:S:1:pos:R:3:forces:R:3
C 1.775 1.984 -1.374 0.047 0.079 0.047
C 1.052 0.661 -1.116 0.076 -0.039 0.116
O 1.270 -0.287 -2.159 0.212 -0.014 0.046
C -0.459 0.864 -0.839 0.037 0.116 -0.331
N -1.268 -0.181 -1.454 -0.163 -0.322 0.631
C -2.637 -0.152 -1.351 0.080 0.478 -0.492
O -3.333 -1.132 -1.276 -0.099 -0.244 0.091
O -3.133 1.105 -1.468 0.175 -0.100 0.253
Si -4.279 1.813 -0.456 -0.135 0.024 -0.018
C -3.397 2.607 0.979 0.043 0.063 0.059
C -5.085 3.142 -1.485 -0.110 0.003 0.052
C -5.555 0.613 0.133 -0.096 -0.004 -0.124
H 2.716 2.038 -0.826 -0.002 -0.060 -0.071
H 2.000 2.097 -2.440 -0.095 0.033 0.034
H 1.164 2.840 -1.082 0.044 -0.040 0.034
H 1.504 0.211 -0.227 -0.109 -0.069 -0.039
H 1.548 0.169 -2.959 -0.172 0.061 0.008
H -0.601 0.886 0.249 0.004 0.086 -0.026
H -0.801 1.822 -1.230 0.028 -0.054 -0.060
H -0.941 -1.121 -1.272 0.116 0.068 -0.195
H -4.159 3.068 1.616 0.087 0.005 0.014
H -2.717 3.396 0.645 -0.009 -0.042 0.033
H -2.835 1.903 1.597 -0.033 -0.002 -0.063
H -5.415 3.948 -0.823 0.002 0.004 -0.087
H -5.974 2.744 -1.983 0.079 0.038 -0.054
H -4.420 3.564 -2.241 -0.002 -0.020 0.059
H -5.162 -0.211 0.728 0.028 0.076 0.020
H -6.065 0.180 -0.732 0.003 -0.024 0.064
H -6.301 1.163 0.717 0.015 -0.135 0.031
C -10.260 2.964 -1.129 0.019 0.011 0.038
C -9.723 1.552 -1.034 0.013 0.009 -0.013
O -8.956 1.343 0.157 -0.026 -0.048 0.015
C -9.512 1.024 1.347 0.074 0.079 0.009
C -11.014 1.053 1.503 0.010 -0.073 -0.013
O -8.780 0.774 2.265 -0.059 0.024 -0.034
H -10.963 3.183 -0.325 -0.010 -0.010 -0.013
H -10.776 3.104 -2.080 0.005 0.000 -0.004
H -9.441 3.681 -1.072 -0.007 0.003 -0.003
H -10.514 0.806 -1.116 -0.001 -0.001 0.008
H -9.015 1.359 -1.839 -0.010 0.007 -0.001
H -11.290 2.034 1.890 -0.002 0.001 -0.007
H -11.284 0.309 2.247 0.007 0.023 0.021
H -11.572 0.874 0.589 -0.005 0.007 -0.007
C 4.471 -1.684 -1.486 -0.117 -0.001 0.071
C 5.213 -0.473 -0.966 -0.053 -0.003 -0.054
O 4.501 0.168 0.104 0.099 0.063 0.038
C 4.575 -0.244 1.391 -0.113 -0.021 -0.040
C 5.319 -1.512 1.718 0.109 0.051 0.030
O 3.998 0.405 2.221 0.033 -0.033 -0.032
H 4.408 -2.476 -0.740 0.085 0.007 0.003
H 4.970 -2.088 -2.367 0.009 0.020 -0.005
H 3.455 -1.391 -1.752 -0.022 -0.050 -0.069
H 6.237 -0.707 -0.670 -0.014 0.010 0.069
H 5.266 0.299 -1.733 0.015 -0.031 -0.020
H 4.607 -2.337 1.726 0.005 -0.004 -0.013
H 5.731 -1.413 2.719 -0.062 -0.004 0.023
H 6.120 -1.765 1.032 -0.013 -0.045 -0.005
C 10.704 -2.200 0.731 -0.033 -0.021 -0.029
C 9.753 -2.325 1.901 0.022 -0.007 -0.007
O 8.503 -2.918 1.524 -0.005 0.019 0.049
C 8.308 -4.254 1.451 -0.075 0.055 -0.080
C 9.483 -5.191 1.588 -0.026 -0.001 0.065
O 7.196 -4.649 1.228 0.068 0.002 0.004
H 10.987 -3.176 0.336 0.012 0.002 0.016
H 11.612 -1.684 1.044 -0.003 0.006 0.001
H 10.240 -1.628 -0.072 0.009 0.001 0.000
H 10.197 -2.870 2.734 -0.007 -0.008 -0.001
H 9.474 -1.340 2.274 0.010 -0.003 -0.006
H 9.849 -5.417 0.585 0.005 0.004 0.002
H 9.120 -6.115 2.030 -0.007 -0.009 -0.031
H 10.309 -4.804 2.177 0.008 0.006 -0.003
```
Forces are in eV/Å.

Mulliken atomic charge list, values in e, 6 entries:
1 C -1.19
2 C 0.74
3 O -0.53
4 C -0.74
5 N -0.10
6 C 0.46

=====

Q: Number 2 is which compound?
A: C19H41NO9Si